Record 1
C16H32IN2O4P2Sn | ωB97M-V with the def2-TZVPD basis set

Summary:
E_LUMO in eV: -13.236
ΔE to the lowest compared entry with this formula, charge and spin in kJ/mol: 318.6
Orbital gap in eV: 4.704
E_HOMO in eV: -17.9
Calculated total energy in Ha: -2232.8362
Charge: +3

Last column: Löwdin charge in e.
Geometry (Å):
H  -4.05  -0.68  3.06  0.09
H  1.82  2.87  -3.71  0.02
H  -2.60  0.76  4.55  0.14
H  -0.25  0.26  4.94  0.15
H  3.32  -2.55  -1.71  0.08
O  -1.60  0.73  0.87  -0.10
N  -0.05  -0.92  1.15  0.00
P  0.83  2.57  -1.52  0.84
H  -2.26  1.77  3.18  0.12
H  1.39  1.99  4.33  0.10
H  -1.34  3.69  -1.63  0.08
H  -0.21  2.61  4.04  0.09
H  1.25  4.45  -3.03  0.10
H  1.48  -4.02  -3.83  0.10
C  0.00  0.41  3.88  -0.15
H  -3.65  0.42  1.71  0.07
C  -1.88  -0.30  -0.88  -0.07
C  1.01  3.39  -3.16  -0.20
H  -0.79  -3.25  -0.54  0.05
H  1.33  0.46  -5.02  -0.16
H  0.22  -2.86  -4.36  0.08
H  -1.21  -3.57  -2.26  0.08
H  -0.31  4.36  -0.28  0.10
H  3.15  2.70  -0.88  0.07
H  0.07  3.28  -3.73  0.08
H  -1.13  2.74  -0.09  0.03
I  3.12  0.25  -4.78  0.95
C  -1.45  -1.63  3.44  -0.34
H  0.03  -4.60  -1.42  0.10
N  -0.41  -2.42  2.92  0.22
H  2.41  4.35  -0.88  0.09
C  -0.98  -0.11  1.65  -0.38
C  -3.75  0.36  2.81  -0.07
C  1.17  -2.97  -3.83  -0.21
H  0.34  -0.76  -3.96  -0.04
H  1.95  -2.34  -4.29  0.00
H  2.56  -4.19  -1.66  0.09
C  2.47  -3.14  -1.34  -0.22
C  2.26  3.29  -0.60  -0.21
H  -0.44  -3.44  3.07  0.20
Sn  0.54  -0.16  -0.77  1.30
C  -1.23  -0.12  3.14  -0.27
H  2.08  3.20  0.48  0.06
C  0.33  -2.11  1.77  -0.49
H  -4.56  1.04  3.09  0.11
C  0.50  1.85  3.70  -0.05
O  1.20  -2.84  1.32  0.08
C  -0.40  -3.58  -1.52  -0.19
C  -2.49  0.75  3.47  -0.16
C  -0.64  3.43  -0.81  -0.20
H  0.22  1.03  -3.48  -0.02
H  0.83  2.11  2.70  0.05
H  0.84  -0.26  3.66  0.12
H  2.37  -3.08  -0.24  0.03
C  0.92  0.18  -3.84  -0.55
O  -2.36  -2.16  4.01  0.20
P  0.96  -2.48  -2.09  0.80
O  -2.93  -0.77  -0.83  0.21

***

Record 2
C6H9O2 | ωB97M-V with the def2-TZVPD basis set

Summary:
E_LUMO in eV: 2.648
ΔE to the lowest compared entry with this formula, charge and spin in kJ/mol: 595.2
Orbital gap in eV: 4.972
E_HOMO in eV: -2.3
Calculated total energy in Ha: -384.3189
Charge: -1

Last column: Löwdin charge in e.
Geometry (Å):
C  -1.64  -0.21  -1.07  -0.12
H  -1.23  0.76  -1.45  0.00
H  1.13  -0.86  0.95  0.15
C  -1.56  -1.89  0.74  -0.08
H  -2.60  -0.55  -1.46  0.00
C  0.45  1.20  0.43  0.01
H  1.35  -0.40  -2.04  0.04
H  0.80  0.53  -0.52  0.12
C  -0.93  -0.88  0.02  -0.48
C  1.70  1.82  1.08  -0.67
O  2.74  1.07  1.00  -0.10
H  1.94  -0.84  -1.88  0.07
C  0.38  -0.24  0.44  -0.02
O  1.60  2.95  1.68  -0.07
H  -2.53  -2.09  0.28  0.02
H  -1.39  -2.36  1.68  -0.01
H  -0.20  1.98  0.11  0.13

***

Record 3
C25H39N6O11 | ωB97M-V with the def2-TZVPD basis set

Summary:
E_LUMO in eV: 0.370
ΔE to the lowest compared entry with this formula, charge and spin in kJ/mol: 251.1
Orbital gap in eV: 5.791
E_HOMO in eV: -5.4
Calculated total energy in Ha: -2131.5562
Charge: -1

Last column: Löwdin charge in e.
Geometry (Å):
H  44.14  -1.97  11.40  0.03
H  46.93  -2.39  11.33  0.11
C  42.22  4.59  20.12  0.03
C  42.86  4.14  10.65  -0.04
H  44.05  2.06  12.75  0.10
O  40.99  4.82  12.67  -0.02
H  36.84  0.29  14.98  0.06
C  44.45  -1.22  11.94  0.02
N  45.93  -1.08  12.40  -0.15
C  44.21  3.16  12.53  -0.04
H  41.68  1.63  23.36  0.09
H  38.12  -0.81  15.77  0.10
N  38.62  1.10  15.54  -0.20
H  44.59  1.62  16.22  0.15
H  47.42  -0.47  13.81  0.17
H  39.29  -0.20  17.03  0.10
H  47.00  1.86  17.83  0.07
C  39.06  -0.15  15.91  -0.12
H  39.94  -0.50  15.39  0.09
O  48.10  1.85  15.44  -0.03
O  45.48  8.18  18.84  -0.02
O  48.98  3.90  14.81  0.04
N  41.92  1.01  21.36  -0.19
H  40.79  1.43  19.57  0.02
C  44.02  5.89  17.97  0.13
H  47.11  5.10  20.66  0.08
H  43.11  4.07  16.89  0.08
O  41.90  0.78  17.42  -0.05
H  41.63  4.12  21.01  0.12
C  43.98  6.54  19.50  -0.13
C  48.18  5.20  17.27  0.03
C  41.62  0.69  22.71  -0.09
H  46.38  -0.84  10.35  0.13
O  43.99  1.28  16.99  0.05
O  42.50  2.15  15.73  -0.10
C  37.46  1.03  14.54  -0.02
C  46.24  -0.45  13.57  -0.29
H  47.71  -0.73  11.20  -0.03
C  47.39  2.82  18.05  0.12
H  39.94  0.80  20.78  0.10
C  46.96  -1.26  11.31  -0.03
C  43.34  5.74  20.56  0.06
C  47.05  3.59  19.35  -0.06
O  44.96  8.17  21.02  0.00
H  43.26  6.28  21.43  0.04
H  44.63  3.50  13.30  -0.01
C  47.38  4.94  19.63  -0.05
H  42.35  0.16  23.34  0.07
N  44.82  7.67  19.83  -0.30
H  40.11  2.21  16.53  0.16
H  46.38  3.07  20.00  0.08
O  38.81  3.26  15.00  -0.07
H  44.07  -0.42  11.35  0.08
H  43.18  1.51  19.75  0.17
C  43.05  4.64  17.82  -0.03
C  40.95  0.70  20.28  -0.05
O  45.33  0.04  14.33  -0.05
C  43.07  1.45  20.93  -0.38
H  37.50  1.15  13.50  0.07
H  48.01  7.01  18.73  0.10
C  47.99  5.90  18.56  -0.01
O  43.89  1.71  21.80  -0.03
H  43.77  4.56  10.22  0.08
H  36.87  1.88  14.79  0.06
C  48.06  3.65  16.91  -0.09
N  48.40  3.16  15.65  -0.31
H  42.62  3.25  10.21  0.05
C  39.26  2.25  15.66  -0.28
N  42.93  3.81  12.12  -0.13
H  42.19  4.94  10.47  0.06
H  40.63  0.17  23.06  0.11
C  42.14  4.16  18.72  -0.11
H  41.34  3.56  18.56  0.06
H  44.95  3.07  11.80  0.06
H  43.94  -1.23  12.80  0.04
C  41.84  4.00  13.02  -0.23
H  44.53  6.40  17.17  0.07
C  42.73  1.38  16.72  -0.90
H  41.82  3.62  13.96  0.07
H  48.52  5.69  16.43  0.04
H  41.24  -0.12  19.66  0.08